(1)
H10LiO5 | the ωB97M-V functional and the def2-TZVPD basis

As for the charge: +1. For the HOMO energy, the calculation gives -14.648 eV.

Positions of all 16 atoms, in Å:
Li -14.531 5.130 -3.377
O -15.485 4.201 0.217
H -15.975 3.382 0.137
H -15.169 4.204 1.120
O -17.632 4.434 -5.384
H -18.551 4.699 -5.418
H -17.658 3.499 -5.183
O -12.830 6.654 -6.425
H -12.019 6.966 -6.826
H -13.525 7.102 -6.908
O -16.103 8.431 -2.356
H -16.630 8.375 -1.559
H -15.822 9.345 -2.394
O -12.513 2.277 -4.205
H -11.747 2.566 -3.710
H -12.213 1.504 -4.683

***

(2)
C31H58B2NO9P | the ωB97M-V functional and the def2-TZVPD basis

As for the charge: 0. For the HOMO energy, the calculation gives -5.033 eV.

Positions of all 102 atoms, in Å:
C 2.047 -4.732 2.670
C 1.212 -5.382 1.874
C 0.902 -4.803 0.545
O 1.764 -4.366 -0.139
O -0.379 -4.825 0.104
C -1.359 -4.343 1.031
C -1.881 -2.956 0.655
C -0.736 -2.068 0.168
C -1.027 -0.574 0.244
C -0.132 0.220 -0.729
C 0.855 1.148 -0.018
C 1.909 0.392 0.808
O 2.098 -0.861 0.170
O 1.353 0.101 2.051
B 1.971 0.918 3.137
C 2.391 -0.195 4.274
O 3.333 0.288 5.233
C 3.704 -0.680 6.184
P 0.683 2.310 3.777
C -0.135 1.636 5.290
O 1.607 3.552 4.440
O 3.049 1.605 2.450
C 3.235 1.185 1.078
C 4.543 0.341 1.189
C 5.186 -0.133 -0.104
C 4.887 -1.387 -0.665
C 5.488 -1.853 -1.829
C 6.436 -1.070 -2.482
C 6.752 0.174 -1.944
C 6.150 0.651 -0.773
C 6.626 2.004 -0.285
B 3.418 2.574 0.302
C 3.289 3.994 0.938
O 3.684 2.536 -1.054
H 2.476 -5.181 3.552
H 2.348 -3.720 2.448
H 0.758 -6.300 2.217
H -2.189 -5.048 0.984
H -1.006 -4.349 2.058
H -2.690 -3.041 -0.068
H -2.246 -2.529 1.588
H -0.400 -2.383 -0.815
H 0.103 -2.254 0.834
H -2.066 -0.441 -0.088
H -0.981 -0.214 1.264
H -0.793 0.893 -1.289
H 0.353 -0.400 -1.475
H 1.284 1.814 -0.772
H 0.261 1.755 0.658
H 2.486 -1.424 0.846
H 1.498 -0.563 4.797
H 2.819 -1.065 3.746
H 4.703 -1.058 5.958
H 3.015 -1.525 6.191
H 3.700 -0.229 7.176
H -0.938 2.297 5.601
H 0.592 1.610 6.105
H -0.519 0.632 5.130
H 1.221 4.370 4.124
H 5.255 0.976 1.690
H 4.284 -0.523 1.795
H 4.162 -2.018 -0.181
H 5.198 -2.825 -2.198
H 6.912 -1.457 -3.371
H 7.498 0.770 -2.451
H 7.680 1.908 -0.022
H 6.122 2.350 0.606
H 6.556 2.725 -1.091
H 2.791 4.000 1.898
H 2.696 4.599 0.246
H 4.254 4.497 0.994
H 3.525 1.644 -1.379
C -6.347 -0.391 -1.329
C -6.517 0.048 -2.769
N -6.261 1.516 -3.032
C -7.265 2.307 -2.247
C -6.559 1.829 -4.481
C -5.667 1.197 -5.537
C -4.903 2.010 -2.576
C -3.655 1.300 -3.060
O -3.664 -0.048 -2.665
C -2.976 -0.941 -3.538
H -7.075 0.071 -0.664
H -6.509 -1.467 -1.282
H -5.348 -0.199 -0.946
H -7.545 -0.128 -3.092
H -5.867 -0.521 -3.423
H -8.261 1.962 -2.510
H -7.150 3.358 -2.501
H -7.082 2.169 -1.187
H -6.528 2.914 -4.571
H -7.589 1.507 -4.632
H -4.754 1.765 -5.691
H -6.200 1.221 -6.487
H -5.415 0.159 -5.335
H -4.931 1.963 -1.489
H -4.856 3.059 -2.870
H -2.812 1.811 -2.577
H -3.504 1.404 -4.134
H -2.416 -0.422 -4.317
H -3.703 -1.610 -4.011
H -2.289 -1.541 -2.944

***

(3)
C9H14Se | the ωB97M-V functional and the def2-TZVPD basis

As for the charge: 0. For the HOMO energy (spin up / spin down), the calculation gives -7.344 / -7.345 eV.

Positions of all 24 atoms, in Å:
C 0.523 1.565 0.968
C 1.804 1.381 1.136
C 1.471 1.497 -1.192
C 0.111 1.245 -0.464
C 2.507 1.030 -0.070
C -0.321 -0.107 -0.648
C -2.516 -0.960 -0.550
C -0.874 -2.223 0.779
C -1.168 -0.780 0.360
Se 2.644 -0.938 -0.178
H -0.178 1.679 1.801
H 2.337 1.396 2.116
H 1.717 1.040 -2.293
H 1.694 2.508 -1.239
H -0.618 1.955 -0.866
H 3.434 1.481 -0.313
H -0.216 -0.656 -1.601
H -2.452 -1.538 -1.465
H -2.754 0.062 -0.843
H -3.287 -1.428 0.048
H -0.406 -2.835 0.112
H -1.846 -2.745 1.202
H -0.296 -2.181 1.767
H -1.307 -0.448 1.433

***

(4)
C4H8N2 | the ωB97M-V functional and the def2-TZVPD basis

As for the charge: +2. As for the SMILES: CC1=[N+]=C1C[NH3+]. For the HOMO energy, the calculation gives -20.683 eV.

Positions of all 14 atoms, in Å:
C -2.374 -0.950 -0.938
C -1.404 -0.059 -0.608
N -0.975 1.250 -0.741
C -0.139 0.409 -0.204
C 1.231 -0.063 0.529
N 2.128 1.004 0.803
H -1.961 -1.978 -1.330
H -3.295 -0.461 -1.389
H -2.921 -1.490 -0.095
H 1.814 -0.917 -0.109
H 0.797 -0.638 1.321
H 3.063 0.725 1.308
H 1.617 1.644 1.476
H 2.418 1.521 -0.023

***

(5)
C5H11N3O | the ωB97M-V functional and the def2-TZVPD basis

As for the charge: 0. As for the SMILES: C=NOCCN.CC#N. For the HOMO energy, the calculation gives -9.302 eV.

Positions of all 20 atoms, in Å:
C -1.058 -0.899 1.313
N -0.203 -0.569 0.427
O 0.979 -0.121 1.093
C 1.978 0.253 0.118
C 3.120 0.773 0.966
N 2.742 1.980 1.686
H -0.808 -0.831 2.374
H -2.057 -1.162 0.988
H 2.270 -0.627 -0.481
H 1.577 1.027 -0.536
H 3.402 -0.052 1.644
H 3.967 1.043 0.324
H 3.532 2.300 2.241
H 2.004 1.763 2.355
C -2.591 -0.973 -3.222
C -2.982 -0.571 -1.831
N -3.263 -0.098 -0.829
H -1.527 -1.186 -3.238
H -3.148 -1.859 -3.562
H -2.777 -0.146 -3.912

***

(6)
C19H16F4OS2 | the ωB97M-V functional and the def2-TZVPD basis

As for the charge: 0. For the HOMO energy, the calculation gives -6.496 eV.

Positions of all 42 atoms, in Å:
C -2.955 -0.322 2.879
C -1.911 0.773 2.680
C -2.225 1.534 1.425
O -0.652 0.045 2.632
C 0.534 0.723 2.722
S 1.914 -0.201 2.636
S 0.462 2.370 2.939
H -3.959 0.110 2.934
H -2.920 -1.024 2.036
H -2.772 -0.887 3.797
H -1.945 1.460 3.542
H -3.222 1.976 1.530
H -1.512 2.340 1.228
H -2.247 0.849 0.569
F 5.736 -7.449 3.728
C 5.640 -6.094 3.962
C 6.160 -5.598 5.159
C 6.052 -4.217 5.351
F 6.562 -3.684 6.515
C 5.466 -3.365 4.427
C 4.936 -3.890 3.210
C 4.333 -3.023 2.238
C 3.949 -3.432 0.960
C 3.325 -2.613 0.022
C 2.824 -3.045 -1.246
C 2.280 -2.095 -2.159
C 1.790 -2.516 -3.385
F 1.274 -1.576 -4.250
C 1.792 -3.854 -3.792
C 2.332 -4.770 -2.887
F 2.353 -6.098 -3.253
C 2.845 -4.413 -1.645
C 5.041 -5.295 2.997
H 6.620 -6.247 5.898
H 5.412 -2.292 4.603
H 4.213 -1.978 2.524
H 4.182 -4.457 0.660
H 3.189 -1.554 0.262
H 2.259 -1.046 -1.870
H 1.397 -4.161 -4.755
H 3.249 -5.169 -0.975
H 4.653 -5.740 2.084

***

Number 1: total energy -389.5059 Ha. Number 2: total energy -2338.9265 Ha. Number 3: total energy -2752.5859 Ha. Number 4: total energy -265.8989 Ha. Number 5: total energy -436.5284 Ha. Number 6: total energy -2004.5549 Ha.